15
Properties=species:S:1:pos:R:3 method="wB97M-V/def2-TZVPD" charge=+1 smiles="CC1=C=CC[NH+]=C1" energy_ha=-287.75015 lumo_ev="-5.62 / -6.07" multiplicity=1 e_above_lowest_kj_mol=541.1
C -1.280 1.451 0.526
C -0.016 1.732 -0.578
C -0.699 -0.847 -0.013
C 0.683 -0.570 -0.365
C 0.872 0.801 -0.618
C 1.790 -1.507 -0.383
N -1.449 0.013 0.696
H -1.296 2.004 1.493
H -1.910 1.686 -0.245
H 0.037 2.674 -0.998
H -0.889 -1.924 0.104
H 2.538 -1.447 -1.223
H 1.425 -2.431 -0.167
H 2.353 -1.300 0.444
H -2.158 -0.333 1.326

***

15
Properties=species:S:1:pos:R:3 method="wB97M-V/def2-TZVPD" charge=+1 energy_ha=-287.71121 lumo_ev="-7.43 / -7.40" multiplicity=1 e_above_lowest_kj_mol=643.3
C 0.615 0.047 0.168
C 0.715 0.800 -1.174
C -1.923 -0.050 0.767
C -1.466 -1.277 1.524
C 2.234 0.570 -1.119
C -0.494 -0.449 0.799
N 1.963 0.028 0.251
H 0.314 0.131 -1.966
H 0.384 1.844 -1.187
H -2.411 -0.388 -0.210
H -2.358 0.803 1.307
H -1.298 -1.268 2.609
H -1.903 -2.151 1.070
H 2.722 -0.108 -1.862
H 2.905 1.467 -0.978

***

15
Properties=species:S:1:pos:R:3 method="wB97M-V/def2-TZVPD" charge=+1 energy_ha=-287.73160 lumo_ev=-4.87 multiplicity=1 e_above_lowest_kj_mol=589.8
C 0.960 0.887 -3.153
C 0.291 -1.209 2.166
C 0.023 -0.919 0.878
C -0.589 -0.096 1.872
C 0.698 -0.336 -2.745
C -1.156 1.111 2.313
N 0.501 -1.348 -2.180
H 0.264 1.511 -3.673
H 1.984 1.446 -3.010
H 0.743 -1.878 2.787
H 0.090 -1.316 -0.096
H -0.642 2.114 1.931
H -1.280 1.293 3.465
H -2.186 1.047 1.926
H 0.299 -2.306 -2.483